Entry from the Open Molecules 2025 dataset: a structure of composition C2H5NOS at a distorted geometry (ωB97M-V/def2-TZVPD).

Properties
- HOMO level: -9.149 eV
- ΔE to the lowest compared entry with this formula, charge and spin: 506.0 kJ/mol
- HOMO-LUMO gap: 0.3712 Eh
- LUMO: 0.953 eV
- 2S+1: 1

The geometry in XYZ format:
```
10
Properties=species:S:1:pos:R:3:forces:R:3
C -0.424385 0.555781 -0.774445 3.3 -1.6 1.8
C 1.218913 -0.173483 0.206073 -2.1 -1.9 -5.0
N -1.387125 1.069365 0.075645 -1.4 1.6 -1.8
O -1.566914 -0.215727 -0.613331 0.7 -0.2 -0.8
S 0.556992 -1.536727 1.157253 -0.5 0.3 -0.1
H -0.200233 1.008587 -1.733088 0.0 -0.1 0.0
H 1.708707 0.520447 0.790092 0.6 1.8 1.1
H 1.956884 -0.567802 -0.638741 -1.7 1.0 1.7
H -1.191662 0.777217 0.974103 0.7 -0.6 2.8
H -0.671176 -1.437658 0.556438 0.4 -0.4 0.3
```
Positions in Å, forces in eV/Å.

***

Entry from the Open Molecules 2025 dataset: the molecule C2H5NOS2 at a distorted geometry (ωB97M-V/def2-TZVPD).

Properties
- HOMO level: -9.313 eV
- ΔE to the lowest compared entry with this formula, charge and spin: 10.9 kJ/mol
- HOMO-LUMO gap: 0.3598 Eh
- SMILES: O=C(CS)NS
- LUMO: 0.477 eV
- 2S+1: 1

The geometry in XYZ format:
```
11
Properties=species:S:1:pos:R:3:forces:R:3
O -0.368269 2.225763 -0.233015 0.1 0.2 0.2
C -0.034112 1.115330 0.112845 -0.1 0.1 -0.8
C -1.004068 0.207684 0.824322 0.4 -0.5 0.9
S -1.879824 -0.936277 -0.282464 -0.2 0.2 -0.1
N 1.221219 0.653670 -0.272212 -0.7 -0.7 0.8
S 1.850511 -0.909257 -0.012488 0.1 0.7 0.0
H -1.771003 0.829403 1.293412 0.2 0.0 -0.2
H -0.507502 -0.372719 1.618321 -0.2 0.2 -0.3
H -0.998915 -1.934564 -0.256975 0.2 -0.1 0.1
H 1.706732 1.327069 -0.829605 0.4 0.1 -0.3
H 2.666389 -0.640529 1.040675 -0.3 -0.1 -0.2
```
Positions in Å, forces in eV/Å.

***

Entry from the Open Molecules 2025 dataset: the molecule C2H5NOS2 at a distorted geometry (ωB97M-V/def2-TZVPD).

Properties
- HOMO level: -8.600 eV
- ΔE to the lowest compared entry with this formula, charge and spin: 293.4 kJ/mol
- HOMO-LUMO gap: 0.3128 Eh
- SMILES: CSC(=S)NO
- LUMO: -0.088 eV
- 2S+1: 1

The geometry in XYZ format:
```
11
Properties=species:S:1:pos:R:3:forces:R:3
C 0.024845 2.256922 0.479187 0.8 3.8 1.8
S -0.681150 0.984436 -0.517006 -0.8 0.4 -1.0
C -0.128617 -0.543931 0.032217 2.4 -2.2 0.3
S -1.223956 -1.828515 0.083393 1.4 1.3 -0.1
N 1.286902 -0.767902 0.214480 -3.1 0.5 0.4
O 2.236931 0.257779 0.109370 -1.0 -0.5 -2.1
H -0.932074 2.916798 0.867992 2.6 -1.7 -0.8
H 0.538744 1.768281 1.360548 -0.7 0.9 -0.9
H 0.836387 3.101938 0.002728 -2.3 -2.7 0.9
H 1.601635 -1.729469 0.127675 0.2 0.3 0.1
H 2.155880 0.482862 -0.865885 0.5 0.1 1.4
```
Positions in Å, forces in eV/Å.

***

Entry from the Open Molecules 2025 dataset: a cluster of 2 separate species, C2H5NP2 in total at a distorted geometry (ωB97M-V/def2-TZVPD).

Properties
- HOMO level (alpha / beta): -8.878 / -8.877 eV
- ΔE to the lowest compared entry with this formula, charge and spin: 210.8 kJ/mol
- HOMO-LUMO gap (alpha / beta): 0.2831 / 0.2831 Eh
- LUMO (alpha / beta): -1.175 / -1.172 eV
- 2S+1: 1

The geometry in XYZ format:
```
10
Properties=species:S:1:pos:R:3:forces:R:3
C -1.156259 -0.819974 -1.054855 -0.2 -1.1 -1.4
C 0.602922 -0.977242 1.478403 -2.6 0.3 -2.6
N -1.072904 -1.571299 -1.941656 -0.2 0.7 1.2
P 0.403940 1.436385 -1.061138 0.5 0.9 0.2
P -1.202358 0.502581 0.126461 1.5 -1.4 1.4
H 0.993126 -1.202988 0.479339 0.1 -0.2 0.7
H -0.000205 -1.745916 1.986658 0.4 0.6 -0.4
H 1.124195 -0.266663 2.043230 0.6 0.8 0.8
H 0.694015 2.435989 -0.020325 -0.4 -0.3 -1.0
H -0.386474 2.209127 -2.036118 0.4 -0.3 1.1
```
Positions in Å, forces in eV/Å.

***

Entry from the Open Molecules 2025 dataset: a cluster of 2 separate species, C2H5NS in total at a distorted geometry (ωB97M-V/def2-TZVPD).

Properties
- HOMO level: -9.236 eV
- ΔE to the lowest compared entry with this formula, charge and spin: 281.1 kJ/mol
- HOMO-LUMO gap: 0.3642 Eh
- LUMO: 0.674 eV
- 2S+1: 1

The geometry in XYZ format:
```
9
Properties=species:S:1:pos:R:3:forces:R:3
C -1.165524 0.330303 0.095470 1.9 -3.3 -3.0
C 1.587098 -0.221896 0.089194 -3.3 0.7 2.4
N -2.322636 0.655752 0.344262 -1.3 1.0 -0.8
S 0.233426 0.568266 1.112883 0.6 -0.2 -0.6
H -0.770829 -0.649806 -1.125996 -0.9 2.6 2.7
H 2.446501 0.023840 0.560015 2.9 1.7 0.8
H 1.430318 -0.079304 -0.900226 0.0 1.1 -3.0
H 1.548319 -1.218697 0.277792 -0.6 -3.2 0.4
H -2.986673 0.591541 -0.453393 0.6 -0.4 0.9
```
Positions in Å, forces in eV/Å.

***

Entry from the Open Molecules 2025 dataset: a cluster of 2 separate species, C2H5NS in total at a distorted geometry (ωB97M-V/def2-TZVPD).

Properties
- HOMO level (alpha / beta): -8.100 / -7.889 eV
- ΔE to the lowest compared entry with this formula, charge and spin: 404.0 kJ/mol
- HOMO-LUMO gap (alpha / beta): 0.3073 / 0.2775 Eh
- LUMO (alpha / beta): 0.262 / -0.338 eV
- 2S+1: 1

The geometry in XYZ format:
```
9
Properties=species:S:1:pos:R:3:forces:R:3
C -1.702505 0.367879 0.731098 -3.4 -2.5 1.2
C -1.168958 -0.354358 -0.178604 2.8 0.9 -1.1
N 2.214993 -0.125489 -0.554962 -1.2 0.2 -1.8
S 1.019275 0.887146 -1.170768 -1.2 -1.3 0.2
H -2.633739 0.034545 1.338452 1.5 0.3 -0.9
H -1.411928 1.322292 0.921330 0.9 2.7 0.5
H -0.928719 -1.271196 -0.650891 -0.5 -0.5 -0.2
H 2.088129 -1.126912 -0.722856 0.4 0.8 0.5
H 2.523451 0.266094 0.287201 0.7 -0.6 1.5
```
Positions in Å, forces in eV/Å.

***

Entry from the Open Molecules 2025 dataset: the molecule C2H5NS at a distorted geometry (ωB97M-V/def2-TZVPD).

Properties
- HOMO level: -8.810 eV
- ΔE to the lowest compared entry with this formula, charge and spin: 230.7 kJ/mol
- HOMO-LUMO gap: 0.3383 Eh
- SMILES: [H]/N=C/SC
- LUMO: 0.395 eV
- 2S+1: 1

The geometry in XYZ format:
```
9
Properties=species:S:1:pos:R:3:forces:R:3
H 3.113128 -1.030485 0.255836 0.8 -1.5 -0.3
N 2.969540 -0.081355 0.003613 -7.8 1.1 1.0
C 1.501305 -0.096265 0.067719 8.1 4.3 -0.9
S 0.599266 1.389481 -0.032015 0.1 0.5 0.2
C -1.151780 0.803409 -0.064853 1.2 -0.2 5.3
H 0.944353 -0.895666 -0.155694 -1.9 -3.6 0.0
H -1.194563 0.153549 -0.830563 -0.9 -1.8 -3.0
H -1.911668 1.580468 0.053860 0.5 0.0 -0.6
H -1.263467 0.141635 0.909522 0.1 1.3 -1.8
```
Positions in Å, forces in eV/Å.

***

Entry from the Open Molecules 2025 dataset: the molecule C2H5NS at a distorted geometry (ωB97M-V/def2-TZVPD).

Properties
- HOMO level: -8.399 eV
- ΔE to the lowest compared entry with this formula, charge and spin: 123.7 kJ/mol
- HOMO-LUMO gap: 0.3420 Eh
- SMILES: C=NSC
- LUMO: 0.906 eV
- 2S+1: 1

The geometry in XYZ format:
```
9
Properties=species:S:1:pos:R:3:forces:R:3
C 0.210189 -1.038413 -1.753432 -2.2 -0.7 0.8
N -0.274381 -0.487285 -0.702588 0.1 0.2 -1.8
S 0.786057 0.567912 0.055248 0.5 0.0 0.9
C -0.236154 0.877037 1.502723 0.8 0.5 -0.7
H 1.227096 -1.184859 -1.940730 1.9 0.5 -0.4
H -0.452779 -1.540121 -2.461646 -0.1 -0.1 0.4
H -1.147692 1.291146 1.130978 -0.6 0.4 0.1
H -0.406908 -0.032253 2.004623 -0.3 -1.1 0.6
H 0.294572 1.546837 2.164824 0.0 0.3 0.0
```
Positions in Å, forces in eV/Å.

***

Entry from the Open Molecules 2025 dataset: the molecule C2H5NS2 at a distorted geometry (ωB97M-V/def2-TZVPD).

Properties
- HOMO level: -8.842 eV
- ΔE to the lowest compared entry with this formula, charge and spin: 194.5 kJ/mol
- HOMO-LUMO gap: 0.3499 Eh
- SMILES: CS/C=N\S
- LUMO: 0.678 eV
- 2S+1: 1

The geometry in XYZ format:
```
10
Properties=species:S:1:pos:R:3:forces:R:3
C 0.425359 -1.368574 0.509562 1.4 1.2 -0.2
S -0.061380 -1.163575 -1.253629 -0.4 0.8 0.5
C -1.002122 0.311073 -0.872437 -2.5 -0.8 -2.0
N -0.599441 1.297664 -0.263870 0.6 3.3 1.4
S 0.927760 1.610651 0.351502 0.8 -0.4 -0.1
H 0.165442 -2.395648 0.623920 0.2 -0.7 1.0
H 1.543444 -1.115879 0.707515 -2.0 -0.7 -0.4
H -0.224657 -0.659325 1.078855 0.7 -1.1 -0.1
H -2.108197 0.519366 -1.190131 1.9 -1.4 0.0
H 0.933792 2.964249 0.308712 -0.6 -0.3 0.0
```
Positions in Å, forces in eV/Å.

***

Entry from the Open Molecules 2025 dataset: the molecule C2H5NS2 at a distorted geometry (ωB97M-V/def2-TZVPD).

Properties
- HOMO level: -8.516 eV
- ΔE to the lowest compared entry with this formula, charge and spin: 264.5 kJ/mol
- HOMO-LUMO gap: 0.3088 Eh
- LUMO: -0.113 eV
- 2S+1: 1

The geometry in XYZ format:
```
10
Properties=species:S:1:pos:R:3:forces:R:3
C -0.330115 0.075261 0.344718 2.4 -0.5 1.4
C -1.455552 0.564035 -0.457509 0.5 -1.5 -1.5
N 2.069425 -1.542342 -0.036435 -1.2 3.3 0.0
S 0.817634 1.195870 1.281492 -0.8 -0.2 -0.5
S 1.331453 -0.029785 -0.371928 2.3 -2.9 0.3
H -0.425619 -0.818336 0.924191 -0.4 -0.5 0.3
H -2.140057 1.003837 0.213437 -1.0 0.9 0.4
H -1.944401 -0.372969 -0.904188 0.6 1.6 0.1
H -1.006540 1.263187 -1.186741 -1.0 -0.2 0.1
H 3.083770 -1.338759 0.192965 -1.3 0.1 -0.6
```
Positions in Å, forces in eV/Å.

***

Repeat the fifth record exactly.
Entry from the Open Molecules 2025 dataset: a cluster of 2 separate species, C2H5NS in total at a distorted geometry (ωB97M-V/def2-TZVPD).

Properties
- HOMO level: -9.236 eV
- ΔE to the lowest compared entry with this formula, charge and spin: 281.1 kJ/mol
- HOMO-LUMO gap: 0.3642 Eh
- LUMO: 0.674 eV
- 2S+1: 1

The geometry in XYZ format:
```
9
Properties=species:S:1:pos:R:3:forces:R:3
C -1.165524 0.330303 0.095470 1.9 -3.3 -3.0
C 1.587098 -0.221896 0.089194 -3.3 0.7 2.4
N -2.322636 0.655752 0.344262 -1.3 1.0 -0.8
S 0.233426 0.568266 1.112883 0.6 -0.2 -0.6
H -0.770829 -0.649806 -1.125996 -0.9 2.6 2.7
H 2.446501 0.023840 0.560015 2.9 1.7 0.8
H 1.430318 -0.079304 -0.900226 0.0 1.1 -3.0
H 1.548319 -1.218697 0.277792 -0.6 -3.2 0.4
H -2.986673 0.591541 -0.453393 0.6 -0.4 0.9
```
Positions in Å, forces in eV/Å.

***

- Which value of ΔE to the lowest compared entry with this formula, charge and spin does entry 5 give?
  281.1 kJ/mol

***

- What is the ΔE to the lowest compared entry with this formula, charge and spin in the fourth record?
  210.8 kJ/mol